# 1
{
  "formula": "C39H39Br2N2O4PSn",
  "method": "the ωB97M-V functional and the def2-TZVPD basis",
  "homo_ev": -12.96,
  "lumo_ev": -5.58,
  "e_tot_ev": -207438.95001,
  "charge": 2,
  "gap_ev": 7.38,
  "e_above_lowest_ev": 0.019,
  "symbols": ["Sn", "C", "C", "C", "C", "C", "C", "C", "Br", "C", "O", "C", "C", "C", "C", "C", "C", "H", "H", "H", "H", "H", "H", "H", "H", "H", "H", "H", "H", "H", "H", "H", "H", "H", "H", "H", "H", "Br", "C", "C", "C", "C", "C", "N", "C", "O", "O", "H", "H", "H", "O", "N", "C", "C", "C", "C", "C", "C", "C", "P", "C", "C", "C", "C", "C", "C", "C", "C", "C", "C", "C", "C", "H", "H", "H", "H", "H", "H", "H", "H", "H", "H", "H", "H", "H", "H", "H", "H"],
  "coordinates": [[1.20, -2.84, 1.44], [-5.75, -4.27, -2.17], [-4.69, -3.27, -2.66], [-4.11, -3.78, -3.98], [-5.35, -1.91, -2.91], [-3.62, -3.11, -1.59], [-2.28, -3.38, -1.82], [-1.39, -3.22, -0.78], [0.44, -3.76, -1.15], [-1.72, -2.81, 0.51], [-0.78, -2.68, 1.48], [-3.07, -2.52, 0.76], [-3.96, -2.69, -0.31], [-3.69, -2.08, 2.10], [-4.44, -0.76, 1.89], [-4.68, -3.17, 2.55], [-2.70, -1.85, 3.24], [-6.51, -4.40, -2.94], [-6.24, -3.93, -1.27], [-5.30, -5.24, -1.97], [-4.90, -3.88, -4.71], [-3.64, -4.76, -3.86], [-3.37, -3.09, -4.39], [-6.13, -2.00, -3.67], [-4.62, -1.18, -3.27], [-5.81, -1.51, -2.01], [-1.93, -3.74, -2.78], [-5.01, -2.49, -0.11], [-5.24, -0.83, 1.15], [-3.76, 0.03, 1.56], [-4.90, -0.44, 2.83], [-5.48, -3.32, 1.83], [-5.14, -2.87, 3.50], [-4.17, -4.12, 2.70], [-1.96, -1.09, 3.00], [-2.18, -2.77, 3.51], [-3.26, -1.52, 4.11], [0.71, -1.60, 4.42], [2.43, -0.81, 4.21], [3.35, -0.89, 5.25], [4.58, -0.29, 5.05], [4.83, 0.36, 3.85], [3.82, 0.38, 2.90], [2.63, -0.21, 3.06], [4.06, 1.12, 1.63], [5.11, 1.55, 1.26], [2.90, 1.28, 0.89], [3.10, -1.39, 6.17], [5.34, -0.33, 5.82], [5.77, 0.85, 3.64], [1.77, -0.58, -0.93], [1.01, -0.81, 0.20], [0.31, 0.18, 0.58], [0.08, 1.45, -0.13], [-1.27, 1.75, -0.29], [-1.68, 2.86, -1.02], [-0.73, 3.71, -1.57], [0.62, 3.46, -1.36], [1.04, 2.34, -0.65], [2.81, 2.28, -0.38], [3.69, 1.73, -1.81], [5.09, 1.72, -1.82], [5.76, 1.33, -2.97], [5.05, 0.96, -4.10], [3.66, 0.98, -4.10], [2.98, 1.36, -2.95], [3.34, 3.88, 0.15], [2.83, 4.38, 1.36], [3.19, 5.65, 1.77], [4.04, 6.42, 0.99], [4.54, 5.93, -0.21], [4.19, 4.66, -0.64], [1.79, -1.43, -1.40], [-0.26, -0.01, 1.48], [-2.01, 1.09, 0.14], [-2.73, 3.05, -1.15], [-1.04, 4.58, -2.14], [1.35, 4.16, -1.74], [5.65, 2.03, -0.95], [6.84, 1.32, -2.98], [5.58, 0.67, -5.00], [3.11, 0.71, -4.99], [1.89, 1.37, -2.95], [2.16, 3.79, 1.96], [2.80, 6.04, 2.70], [4.32, 7.41, 1.32], [5.20, 6.54, -0.81], [4.58, 4.27, -1.57]]
}



# 2
{
  "formula": "CH2BrN3",
  "method": "the ωB97M-V functional and the def2-TZVPD basis",
  "homo_ev": [-9.96, -9.96],
  "lumo_ev": [-1.43, -1.43],
  "e_tot_ev": -75578.72621,
  "gap_ev": [8.53, 8.53],
  "e_above_lowest_ev": 3.435,
  "symbols": ["C", "N", "N", "N", "Br", "H", "H"],
  "coordinates": [[2.46, 1.13, 0.84], [0.83, -0.66, -1.15], [1.35, 1.42, 0.67], [-0.21, -0.94, -0.77], [-1.90, 0.57, -0.48], [0.40, 1.67, 0.50], [-0.72, -1.76, -0.48]]
}



# 3
{
  "formula": "C32H41N3OPSr",
  "method": "the ωB97M-V functional and the def2-TZVPD basis",
  "homo_ev": -9.94,
  "lumo_ev": -2.45,
  "e_tot_ev": -50487.97767,
  "charge": 1,
  "gap_ev": 7.49,
  "symbols": ["Sr", "O", "C", "C", "C", "C", "C", "C", "N", "H", "H", "H", "H", "H", "H", "H", "C", "N", "C", "C", "C", "C", "C", "N", "C", "C", "C", "C", "C", "C", "H", "H", "H", "H", "H", "H", "H", "H", "H", "H", "H", "C", "C", "C", "C", "P", "C", "C", "C", "C", "C", "C", "C", "C", "C", "C", "H", "H", "H", "H", "H", "H", "H", "H", "H", "H", "H", "H", "H", "H", "H", "H", "H", "H", "H", "H", "H", "H", "H"],
  "coordinates": [[0.72, -0.18, 0.55], [-1.67, -1.14, 0.66], [-2.08, -2.37, 1.25], [-1.09, -2.75, 2.32], [-1.58, -3.38, 3.43], [-0.76, -3.75, 4.51], [0.61, -3.48, 4.33], [1.02, -2.82, 3.16], [0.17, -2.43, 2.20], [-2.35, -0.92, 0.01], [-2.22, -3.15, 0.46], [-3.06, -2.27, 1.64], [-2.65, -3.60, 3.50], [-1.16, -4.27, 5.38], [1.33, -3.82, 5.09], [2.04, -2.51, 2.99], [2.97, 0.22, 3.57], [2.64, 0.49, 2.15], [3.39, 1.42, 1.58], [3.31, 1.70, 0.23], [4.15, 2.57, -0.48], [3.77, 2.46, -1.82], [2.76, 1.51, -1.90], [2.42, 1.03, -0.67], [3.69, -1.13, 3.77], [4.55, -1.65, 2.80], [5.11, -2.91, 2.97], [4.72, -3.69, 4.08], [3.90, -3.16, 5.09], [3.38, -1.88, 4.92], [2.04, 0.12, 4.10], [3.55, 1.01, 4.02], [3.99, 2.09, 2.23], [4.95, 3.15, -0.05], [4.16, 2.96, -2.70], [2.26, 1.21, -2.80], [4.66, -1.09, 1.87], [5.82, -3.36, 2.31], [5.14, -4.66, 4.26], [3.63, -3.75, 5.95], [2.71, -1.52, 5.73], [-0.15, 2.93, -3.94], [-0.87, 1.56, -3.82], [0.01, 0.45, -4.31], [-2.20, 1.70, -4.57], [-1.25, 1.18, -2.01], [-2.59, -0.13, -2.20], [-2.26, -1.49, -2.48], [-3.21, -2.47, -2.60], [-4.53, -2.16, -2.34], [-4.89, -0.87, -1.98], [-3.93, 0.15, -1.92], [-2.00, 2.68, -1.10], [-3.08, 3.53, -1.86], [-0.87, 3.65, -0.77], [-2.58, 2.15, 0.22], [0.13, 3.13, -4.99], [0.79, 2.99, -3.40], [-0.76, 3.73, -3.56], [0.27, 0.69, -5.37], [-0.47, -0.53, -4.27], [0.90, 0.35, -3.71], [-2.02, 1.90, -5.59], [-2.85, 2.50, -4.23], [-2.86, 0.82, -4.46], [-1.21, -1.78, -2.52], [-2.97, -3.49, -2.78], [-5.28, -2.94, -2.42], [-5.91, -0.68, -1.66], [-4.30, 1.11, -1.56], [-2.64, 3.93, -2.77], [-3.46, 4.35, -1.27], [-3.92, 2.90, -2.19], [-0.56, 4.17, -1.65], [0.00, 3.14, -0.28], [-1.25, 4.43, -0.08], [-3.40, 1.39, 0.10], [-2.95, 3.02, 0.78], [-1.83, 1.67, 0.85]]
}



# 4
{
  "formula": "C29H31BCuF4N2O3P2",
  "method": "the ωB97M-V functional and the def2-TZVPD basis",
  "homo_ev": -4.26,
  "lumo_ev": 2.62,
  "e_tot_ev": -114470.71088,
  "charge": -1,
  "gap_ev": 6.88,
  "e_above_lowest_ev": 1.912,
  "symbols": ["Cu", "N", "P", "C", "C", "C", "C", "C", "C", "C", "C", "C", "C", "C", "C", "P", "C", "C", "C", "C", "C", "C", "C", "C", "C", "C", "C", "C", "H", "H", "H", "H", "H", "H", "H", "H", "H", "H", "H", "H", "H", "H", "H", "H", "H", "H", "H", "H", "H", "F", "B", "F", "F", "F", "C", "N", "C", "C", "O", "H", "H", "H", "H", "H", "H", "H", "C", "O", "C", "O", "H", "H", "H"],
  "coordinates": [[0.30, -0.85, -0.18], [-1.18, 0.93, 1.81], [0.22, 1.96, 1.94], [-0.64, 3.55, 2.35], [-2.00, 3.69, 2.57], [-2.55, 4.94, 2.87], [-1.74, 6.06, 2.97], [-0.37, 5.93, 2.76], [0.17, 4.69, 2.45], [0.81, 1.68, 3.67], [-0.04, 1.51, 4.76], [0.47, 1.37, 6.04], [1.84, 1.41, 6.25], [2.70, 1.60, 5.17], [2.18, 1.73, 3.89], [-1.25, -0.81, 1.54], [-2.04, -1.43, 3.09], [-2.05, -2.80, 3.35], [-2.72, -3.32, 4.44], [-3.40, -2.47, 5.31], [-3.39, -1.10, 5.07], [-2.73, -0.59, 3.96], [-3.01, -0.69, 0.71], [-4.03, 0.25, 0.88], [-5.28, 0.08, 0.29], [-5.54, -1.04, -0.48], [-4.54, -1.98, -0.68], [-3.29, -1.80, -0.09], [-1.70, 1.30, 1.01], [-2.65, 2.83, 2.51], [-3.62, 5.02, 3.03], [-2.17, 7.02, 3.21], [0.27, 6.80, 2.84], [1.24, 4.60, 2.29], [-1.11, 1.46, 4.59], [-0.20, 1.23, 6.87], [2.25, 1.29, 7.25], [3.77, 1.64, 5.33], [2.85, 1.86, 3.04], [-1.51, -3.46, 2.68], [-2.72, -4.38, 4.63], [-3.94, -2.87, 6.16], [-3.92, -0.43, 5.74], [-2.76, 0.47, 3.76], [-3.86, 1.13, 1.50], [-6.05, 0.83, 0.44], [-6.51, -1.18, -0.93], [-4.73, -2.85, -1.30], [-2.49, -2.51, -0.27], [-0.09, -1.92, -1.92], [0.62, -2.50, -3.05], [1.70, -3.24, -2.54], [1.11, -1.44, -3.85], [-0.27, -3.29, -3.77], [3.77, 0.02, -3.34], [3.02, 0.24, -2.11], [3.66, -0.03, -0.84], [1.75, 0.62, -2.19], [1.00, 0.83, -1.23], [4.72, -0.46, -3.10], [3.98, 0.96, -3.85], [3.21, -0.64, -4.01], [4.04, -1.06, -0.82], [2.93, 0.08, -0.04], [4.49, 0.66, -0.67], [1.39, 0.73, -3.22], [2.26, -2.17, 3.78], [0.96, -1.60, 3.61], [0.67, -1.04, 2.42], [1.56, -1.02, 1.55], [2.20, -2.82, 4.65], [2.99, -1.38, 3.96], [2.55, -2.72, 2.89]]
}